Record 1
{
  "formula": "C20H65N3O11",
  "method": "ωB97M-V with the def2-TZVPD basis set",
  "symbols": ["O", "H", "H", "O", "H", "H", "O", "H", "H", "O", "H", "H", "C", "C", "O", "H", "H", "H", "H", "H", "H", "C", "C", "O", "H", "H", "H", "H", "H", "H", "C", "C", "O", "H", "H", "H", "H", "H", "H", "C", "C", "O", "H", "H", "H", "H", "H", "H", "C", "C", "C", "O", "C", "N", "H", "H", "H", "H", "H", "H", "H", "H", "H", "H", "H", "C", "C", "C", "O", "C", "N", "H", "H", "H", "H", "H", "H", "H", "H", "H", "H", "H", "C", "C", "C", "O", "C", "N", "H", "H", "H", "H", "H", "H", "H", "H", "H", "H", "H"],
  "positions_angstrom": [[-3.837, -0.746, -0.943], [-3.027, -1.085, -1.322], [-4.006, 0.065, -1.423], [-1.675, -1.864, -2.120], [-1.856, -2.777, -2.343], [-0.719, -1.810, -2.086], [4.822, -0.408, 1.707], [4.790, -0.788, 2.585], [4.142, -0.872, 1.219], [0.740, -2.860, -1.920], [1.648, -2.581, -2.038], [0.678, -3.685, -2.401], [-0.433, -1.479, 1.370], [0.987, -0.870, 1.125], [1.807, -1.963, 0.655], [-1.053, -1.920, 0.590], [-1.027, -0.710, 1.865], [-0.325, -2.286, 2.094], [1.398, -0.665, 2.114], [0.953, -0.010, 0.456], [1.219, -2.448, 0.071], [-5.255, 1.420, 2.124], [-3.897, 0.732, 2.151], [-2.873, 1.631, 2.200], [-5.433, 2.186, 1.369], [-5.427, 1.824, 3.121], [-5.964, 0.599, 2.006], [-3.798, -0.080, 1.430], [-3.975, 0.006, 2.961], [-3.092, 2.236, 2.912], [2.523, 2.611, 0.621], [3.881, 2.683, 0.130], [4.622, 3.570, 0.865], [1.917, 1.896, 0.063], [1.955, 3.540, 0.575], [2.387, 2.250, 1.641], [3.995, 2.920, -0.928], [4.204, 1.655, 0.294], [5.058, 3.021, 1.520], [-2.248, -4.463, 0.135], [-2.359, -5.855, -0.429], [-2.514, -5.844, -1.854], [-3.069, -3.922, -0.335], [-1.216, -4.152, -0.032], [-2.435, -4.501, 1.209], [-3.191, -6.336, 0.087], [-1.481, -6.460, -0.204], [-3.095, -5.141, -2.153], [-1.106, 1.065, 5.315], [0.002, 2.144, 5.280], [1.395, 1.494, 4.902], [2.399, 2.478, 4.631], [3.642, 1.896, 4.521], [-0.417, 2.942, 4.138], [-0.761, 0.253, 5.955], [-1.170, 0.625, 4.320], [-2.052, 1.404, 5.736], [0.049, 2.725, 6.201], [1.401, 0.861, 4.014], [1.745, 0.851, 5.710], [3.620, 0.998, 3.904], [4.023, 1.600, 5.498], [4.258, 2.720, 4.161], [0.425, 3.450, 3.908], [-0.542, 2.345, 3.333], [-1.410, 1.872, -1.959], [-2.470, 3.014, -1.822], [-3.876, 2.587, -1.353], [-4.426, 1.560, -2.226], [-5.840, 1.643, -2.227], [-1.886, 4.071, -1.058], [-1.742, 1.010, -2.537], [-1.081, 1.370, -1.049], [-0.539, 2.126, -2.562], [-2.728, 3.533, -2.745], [-4.556, 3.437, -1.405], [-3.888, 2.235, -0.322], [-6.259, 2.617, -2.478], [-6.462, 1.374, -1.373], [-6.187, 0.865, -2.907], [-1.905, 3.959, -0.054], [-0.907, 4.071, -1.307], [2.775, -0.657, -5.177], [4.095, -1.527, -4.940], [3.877, -2.852, -4.111], [3.263, -2.592, -2.887], [4.094, -1.819, -1.993], [4.572, -1.694, -6.287], [2.055, -1.047, -5.896], [3.079, 0.366, -5.398], [2.217, -0.640, -4.240], [4.960, -0.941, -4.627], [4.803, -3.419, -4.011], [3.069, -3.416, -4.579], [4.948, -2.358, -1.582], [3.399, -1.414, -1.257], [4.565, -0.971, -2.490], [5.135, -0.859, -6.372], [3.895, -1.619, -7.033]],
  "forces_ev_per_angstrom": [[-0.487, -0.466, 0.798], [0.490, -0.244, -0.182], [-0.170, 0.435, -0.343], [-0.694, 0.354, -0.240], [-0.018, -0.190, -0.023], [0.502, -0.196, 0.050], [0.199, 0.325, -0.049], [0.034, -0.137, 0.215], [-0.360, -0.275, -0.207], [-0.409, 0.000, 0.556], [0.693, 0.017, -0.490], [-0.014, -0.276, -0.118], [0.314, 0.772, 1.117], [-1.373, -2.359, 0.235], [0.281, 0.910, -0.222], [0.545, 0.506, -0.700], [-0.300, 0.065, -0.040], [0.186, -0.012, 0.185], [-0.039, 0.682, -0.164], [0.265, -0.019, 0.026], [0.129, -0.400, -0.366], [-0.128, -0.955, 0.261], [-2.197, -1.760, -0.190], [1.632, 0.556, -0.004], [0.262, -0.122, -0.059], [-0.160, 0.350, -0.009], [-0.432, 0.209, -0.134], [0.449, 1.053, -1.375], [0.401, 0.450, 1.390], [0.305, 0.296, 0.152], [-3.536, 0.139, 0.194], [0.349, -1.648, -0.816], [1.515, 0.878, 1.067], [0.061, -0.090, -0.447], [0.162, 0.301, -0.061], [0.664, 0.091, 0.298], [-0.329, 0.047, -0.097], [0.861, -0.143, -0.424], [0.255, 0.424, 0.289], [0.218, -0.949, 0.100], [-0.389, -0.169, 0.046], [0.522, -0.436, 0.176], [0.442, 0.796, 0.098], [-0.376, 0.861, -0.211], [0.056, 0.159, 0.052], [-0.347, -0.330, -0.391], [0.067, 0.027, -0.235], [-0.222, 0.053, 0.361], [1.515, -0.693, 1.179], [-0.240, -1.798, -2.120], [-0.067, 0.459, 1.071], [-2.069, 0.233, 0.501], [0.720, 0.455, 0.357], [0.708, 1.513, 0.172], [-0.140, -0.244, 0.232], [-0.482, 0.176, -0.026], [0.054, 0.219, -0.435], [0.177, 0.050, -0.142], [-0.859, -0.214, -0.262], [0.074, -0.094, 0.410], [0.221, 0.085, -0.516], [0.117, -0.132, 0.290], [0.459, -0.517, -0.369], [-0.041, 0.851, -0.393], [-0.266, -0.363, -0.062], [-0.936, -1.056, -1.190], [-0.116, -1.183, -0.406], [0.308, -0.356, 0.068], [-0.261, 1.344, 1.013], [-1.084, -0.929, -0.840], [0.207, 1.218, 0.958], [-0.727, -0.038, -0.185], [-0.119, 0.698, 0.533], [0.170, 0.780, 0.324], [0.551, -0.725, -0.789], [0.189, 0.302, -0.005], [0.165, -0.230, 0.123], [0.512, 0.237, -0.577], [1.029, -0.142, 1.241], [0.138, 0.345, -0.600], [-0.195, -0.377, 0.181], [0.134, 0.398, 0.074], [0.750, -0.430, 2.684], [-2.010, 0.359, -1.165], [-0.849, 1.219, -1.494], [1.200, 0.885, 1.701], [-0.411, 0.439, -0.451], [1.790, -0.709, -1.242], [0.559, -0.266, -0.334], [-0.162, -0.091, -0.248], [-0.209, 0.366, 0.181], [-0.682, 0.109, 1.630], [0.051, -0.086, -0.058], [0.552, -0.399, -0.737], [-0.369, -0.553, 0.288], [0.396, -0.245, 0.378], [-0.301, 0.140, -0.294], [0.377, -0.294, -0.988], [-0.405, -0.303, 0.265]],
  "e_above_lowest_kcal_mol": 18.1,
  "charge": 0,
  "smiles": "COC[C@H](C)N.COC[C@H](C)N.COC[C@H](C)N.CCO.CCO.CCO.CCO.O.O.O.O"
}

Record 2
{
  "formula": "C20H65N5O10",
  "method": "ωB97M-V with the def2-TZVPD basis set",
  "symbols": ["O", "H", "H", "O", "H", "H", "O", "H", "H", "O", "H", "H", "O", "H", "H", "C", "C", "C", "O", "C", "N", "H", "H", "H", "H", "H", "H", "H", "H", "H", "H", "H", "C", "C", "C", "O", "C", "N", "H", "H", "H", "H", "H", "H", "H", "H", "H", "H", "H", "C", "C", "C", "O", "C", "N", "H", "H", "H", "H", "H", "H", "H", "H", "H", "H", "H", "C", "C", "C", "O", "C", "N", "H", "H", "H", "H", "H", "H", "H", "H", "H", "H", "H", "C", "C", "C", "O", "C", "N", "H", "H", "H", "H", "H", "H", "H", "H", "H", "H", "H"],
  "positions_angstrom": [[-3.925, 1.296, -4.487], [-4.471, 1.538, -3.747], [-3.219, 1.903, -4.581], [-1.019, 2.557, -3.110], [-0.353, 2.933, -2.516], [-0.648, 1.649, -3.140], [-4.135, -3.603, -4.525], [-4.559, -2.748, -4.654], [-3.794, -3.840, -5.394], [-4.995, -1.116, -5.226], [-5.850, -0.799, -4.815], [-4.444, -0.343, -5.050], [-3.470, -1.142, -0.459], [-3.180, -1.351, 0.426], [-2.938, -1.756, -0.953], [1.826, 3.651, 0.811], [3.230, 3.052, 1.003], [3.839, 2.827, -0.367], [3.044, 1.874, -1.077], [3.503, 1.445, -2.319], [4.093, 3.974, 1.679], [1.429, 3.782, 1.828], [1.270, 2.889, 0.279], [1.914, 4.574, 0.275], [3.162, 2.106, 1.505], [4.806, 2.386, -0.335], [3.813, 3.719, -1.050], [4.442, 0.809, -2.160], [3.731, 2.284, -3.015], [2.738, 0.779, -2.766], [5.098, 3.755, 1.779], [3.685, 4.242, 2.511], [3.295, -4.963, 1.506], [2.209, -3.896, 1.453], [2.668, -2.836, 0.531], [3.531, -2.023, 1.302], [4.046, -0.979, 0.542], [0.838, -4.456, 1.067], [3.029, -5.698, 2.191], [4.269, -4.469, 1.722], [3.464, -5.461, 0.513], [2.088, -3.395, 2.436], [1.824, -2.276, 0.174], [3.264, -3.316, -0.327], [4.691, -1.393, -0.253], [4.618, -0.363, 1.241], [3.345, -0.327, -0.043], [0.901, -5.064, 0.243], [0.499, -4.931, 1.896], [-4.076, 2.769, -0.859], [-5.378, 2.113, -1.060], [-6.404, 3.203, -1.493], [-6.721, 4.064, -0.377], [-7.759, 3.619, 0.471], [-5.290, 1.104, -2.046], [-4.136, 3.544, -0.066], [-3.629, 3.092, -1.791], [-3.400, 1.990, -0.495], [-5.686, 1.730, -0.095], [-7.302, 2.833, -1.948], [-5.873, 3.932, -2.218], [-7.656, 2.567, 0.822], [-8.680, 3.816, -0.055], [-7.802, 4.304, 1.325], [-4.582, 0.478, -1.718], [-6.206, 0.510, -1.963], [4.115, 0.602, 6.831], [2.778, 0.459, 6.081], [2.989, 0.490, 4.585], [1.665, 0.575, 3.936], [1.437, -0.154, 2.751], [2.182, -0.790, 6.622], [4.698, 1.406, 6.515], [4.687, -0.320, 6.632], [4.082, 0.781, 7.892], [2.170, 1.327, 6.383], [3.510, -0.461, 4.284], [3.548, 1.402, 4.320], [1.613, -1.211, 2.887], [2.020, 0.241, 1.825], [0.410, -0.004, 2.422], [2.877, -1.583, 6.642], [1.389, -1.182, 6.132], [0.494, -4.078, -2.340], [-0.160, -2.753, -1.973], [0.557, -1.693, -2.700], [-0.008, -0.376, -2.645], [0.314, 0.123, -1.347], [-1.610, -2.678, -2.246], [0.007, -4.897, -1.800], [1.482, -4.138, -1.907], [0.452, -4.238, -3.409], [-0.085, -2.625, -0.851], [0.600, -1.896, -3.755], [1.576, -1.571, -2.335], [1.295, -0.120, -0.943], [-0.469, -0.121, -0.605], [0.378, 1.205, -1.340], [-1.869, -1.692, -2.425], [-1.744, -3.176, -3.097]],
  "forces_ev_per_angstrom": [[-0.373, -1.229, -1.184], [-0.518, 0.223, 1.145], [1.080, 0.984, 0.040], [0.957, -0.820, 0.347], [-0.372, 0.556, -0.116], [-0.718, 0.237, -0.439], [0.426, -0.764, 0.099], [-0.038, 0.524, -0.192], [-0.135, 0.068, 0.113], [-2.018, 0.469, 0.773], [1.248, -0.740, -0.809], [0.593, 0.403, -0.019], [-0.291, 0.590, 0.336], [-0.153, 0.173, 0.624], [0.336, -0.882, -0.879], [1.031, -1.185, 1.385], [0.303, 0.688, -1.607], [-1.275, -0.140, -2.051], [-1.240, -0.273, 0.584], [1.293, -0.806, -0.110], [1.599, 0.234, -1.369], [-0.360, 0.225, -0.439], [-0.482, 0.177, -0.115], [-0.191, 0.541, -0.265], [-0.203, -0.816, 0.276], [1.409, 0.019, 0.337], [0.464, -0.166, 1.137], [-0.875, 0.798, -0.477], [-0.114, -0.431, 0.364], [0.308, 0.492, 0.217], [-1.172, -0.162, -0.057], [-0.539, 0.794, 2.180], [1.054, 1.196, -1.562], [-1.306, -1.531, 0.005], [1.156, -0.275, -0.737], [-0.604, 0.055, -0.358], [0.790, 0.649, -0.912], [1.543, 1.115, 0.330], [-0.053, -1.403, 1.428], [-0.600, -0.491, 0.285], [-0.501, 0.454, 0.649], [-0.039, -0.522, -0.424], [-0.403, 0.534, -0.475], [-0.847, 0.823, 0.705], [0.290, 0.127, 0.264], [0.049, 0.072, -0.351], [-0.100, -0.551, 0.933], [-0.019, 0.033, 0.784], [-0.173, -0.384, -0.496], [1.439, -0.129, 1.121], [-1.842, 2.123, 0.287], [1.615, 1.785, 0.409], [0.569, -0.465, -0.214], [0.208, 0.268, 0.020], [-2.746, -2.178, -0.653], [0.088, -0.243, -0.789], [-0.041, 0.538, -0.182], [0.280, 0.080, 0.189], [-0.371, -0.216, 0.429], [-0.590, -0.444, -0.291], [-0.906, -1.351, 0.833], [-0.111, 0.617, -0.305], [-0.783, -0.580, -0.182], [0.346, -0.305, 0.012], [0.655, -0.810, -0.042], [2.178, 1.298, -0.497], [-0.253, -1.469, -0.478], [0.130, -0.414, 1.490], [-1.089, -0.606, -0.982], [0.803, 0.041, 0.606], [0.882, 1.047, -1.474], [0.933, -0.905, -0.044], [0.948, 1.436, -1.142], [0.052, 0.294, 0.264], [-0.734, -0.438, 0.517], [-0.229, -0.427, -0.263], [-0.290, 0.923, -0.022], [0.069, -0.421, -0.172], [0.221, -0.308, -0.075], [-0.388, -0.679, 1.591], [-0.281, 0.033, 0.508], [-0.750, 1.423, -0.039], [-0.185, 0.579, -0.311], [-0.970, -0.301, 1.166], [-0.965, -0.022, 2.103], [0.909, 1.593, -0.964], [0.741, -0.136, 1.434], [-1.041, 1.070, 0.827], [0.474, 0.443, 0.346], [-0.457, 0.055, -0.448], [0.648, 0.360, -0.484], [0.269, -0.234, -0.223], [0.299, -0.050, -1.073], [-0.021, -0.439, -0.603], [0.356, -0.421, -0.055], [0.131, -0.727, -0.315], [0.327, -0.190, -0.271], [-0.305, 0.313, -0.399], [0.437, -0.715, -0.222], [-0.873, -0.378, -0.837]],
  "e_above_lowest_kcal_mol": 52.6,
  "charge": 0,
  "smiles": "COC[C@H](C)N.COC[C@H](C)N.COC[C@H](C)N.COC[C@H](C)N.COC[C@H](C)N.O.O.O.O.O"
}

What is the formula in the second record? C20H65N5O10

What is the formula in the second record? C20H65N5O10